# 1
65
Properties=species:S:1:pos:R:3:mulliken_spin:R:1 method="wB97M-V/def2-TZVPD" spin_multiplicity=5 gap_ev="4.9 / 6.5" energy_ev=-54078.756 molar_mass_da=629.703 charge=+2 e_lumo_ha="-0.2537 / -0.2827"
P 0.416 -2.474 -0.630 0.776
P 0.128 2.074 0.757 0.508
C 0.547 0.043 -1.540 0.812
C 0.846 1.322 -0.796 -0.112
H -0.500 0.001 -1.937 -0.216
H 1.245 -0.340 -2.281 -0.196
H 1.947 1.411 -0.710 0.005
H 0.469 2.103 -1.473 0.004
C -1.539 2.670 0.538 -0.077
H -1.560 3.762 0.680 0.007
H -2.249 2.224 1.251 -0.012
H -1.914 2.451 -0.474 0.010
C 1.374 3.303 1.168 0.028
H 1.492 3.961 0.294 0.002
H 2.328 2.794 1.366 0.001
H 1.097 3.918 2.033 0.004
C -0.867 -3.659 -1.115 -0.037
H -0.797 -4.604 -0.568 0.035
H -0.781 -3.835 -2.195 0.017
H -1.836 -3.187 -0.887 -0.003
C 2.154 -2.844 -1.013 0.004
H 2.772 -1.999 -0.672 -0.008
H 2.276 -2.949 -2.096 0.010
H 2.505 -3.757 -0.513 0.025
Os -0.329 -0.524 0.056 2.141
C 0.335 1.124 -3.852 -0.022
C -0.991 1.132 -3.589 0.141
C -2.025 0.430 -4.409 -0.007
C -1.610 -0.999 -4.811 0.002
C -0.841 -1.688 -3.728 0.010
C 0.483 -1.906 -3.789 0.055
C 1.455 -1.101 -4.614 0.002
C 1.040 0.367 -4.929 0.013
C 0.603 -1.791 1.588 0.057
H 0.991 1.849 -3.343 -0.007
H -1.399 1.769 -2.803 -0.025
H -2.254 1.021 -5.310 0.001
H -2.946 0.370 -3.811 0.001
H -2.535 -1.567 -4.997 0.000
H -1.050 -0.991 -5.762 0.001
H -1.462 -2.114 -2.937 -0.024
H 0.922 -2.818 -3.364 -0.009
H 1.614 -1.604 -5.584 -0.001
H 2.441 -1.088 -4.114 -0.001
H 1.987 0.911 -5.096 -0.002
H 0.490 0.418 -5.883 0.000
H 1.438 -1.296 2.101 0.006
H 0.922 -2.842 1.373 0.020
H -0.244 -1.883 2.279 -0.008
O -1.980 0.265 2.335 0.005
C -0.923 0.656 2.838 -0.066
O 0.165 0.987 2.011 0.112
C -0.620 0.737 4.268 0.004
C 0.605 1.219 4.783 0.010
C 0.796 1.311 6.156 0.001
C -0.219 0.864 7.019 0.001
C -1.441 0.368 6.524 -0.001
C -1.612 0.276 5.154 0.005
N 0.019 0.858 8.413 0.000
O 1.129 1.264 8.829 0.000
O -0.883 0.457 9.184 0.000
H 1.397 1.542 4.107 0.000
H 1.719 1.706 6.579 0.000
H -2.216 0.044 7.212 0.000
H -2.523 -0.121 4.728 0.001

# 2
66
Properties=species:S:1:pos:R:3:lowdin_charge:R:1 method="wB97M-V/def2-TZVPD" spin_multiplicity=1 gap_ev=8.1 energy_ev=-41250.345 molar_mass_da=441.521 smiles="NC[C@@H](O)Cc1ccc2c(c1)C(=O)c1ccccc1C2=O.CO.CO.CO.CO.CO" e_lumo_ha=-0.0398
N -4.465 -3.469 -1.402 0.024
C -3.962 -2.698 -2.554 -0.225
C -2.533 -3.085 -2.889 -0.385
O -2.523 -4.352 -3.544 -0.029
C -1.825 -2.048 -3.769 -0.090
C -1.139 -0.999 -2.937 -0.186
C -1.774 0.193 -2.578 -0.003
C -1.148 1.116 -1.756 0.017
C 0.128 0.863 -1.268 -0.079
C 0.775 -0.327 -1.624 -0.059
C 0.145 -1.237 -2.462 0.058
C 2.132 -0.662 -1.106 -0.253
O 2.692 -1.700 -1.416 0.094
C 2.775 0.310 -0.180 -0.078
C 4.024 0.013 0.355 0.003
C 4.632 0.902 1.227 -0.055
C 3.995 2.091 1.566 -0.060
C 2.753 2.397 1.034 0.007
C 2.135 1.507 0.161 -0.073
C 0.785 1.849 -0.375 -0.261
O 0.249 2.900 -0.071 0.092
H -5.140 -4.151 -1.715 0.066
H -4.931 -2.836 -0.767 0.044
H -3.995 -1.630 -2.320 0.106
H -4.577 -2.860 -3.443 0.122
H -1.995 -3.159 -1.938 0.147
H -2.273 -5.015 -2.896 0.089
H -2.530 -1.574 -4.456 0.125
H -1.085 -2.580 -4.366 0.126
H -2.766 0.395 -2.964 0.116
H -1.649 2.038 -1.491 0.109
H 0.666 -2.146 -2.730 0.104
H 4.511 -0.914 0.086 0.120
H 5.603 0.667 1.643 0.108
H 4.457 2.784 2.258 0.095
H 2.239 3.315 1.285 0.122
C 3.955 0.634 5.102 -0.152
O 2.859 1.268 4.450 -0.131
H 4.821 0.749 4.454 0.069
H 4.173 1.103 6.064 0.079
H 3.772 -0.433 5.253 0.078
H 2.083 1.172 5.009 0.078
C 5.272 5.364 4.032 -0.165
O 4.833 4.630 5.169 -0.124
H 5.932 6.150 4.390 0.077
H 5.831 4.730 3.338 0.068
H 4.434 5.826 3.503 0.077
H 4.241 3.934 4.867 0.054
C 1.630 -5.562 -2.497 -0.148
O 1.288 -4.188 -2.388 -0.145
H 0.780 -6.069 -2.948 0.074
H 2.502 -5.711 -3.139 0.078
H 1.824 -6.008 -1.518 0.077
H 2.029 -3.709 -1.997 0.048
C -2.908 4.841 0.177 -0.168
O -2.035 4.927 -0.937 -0.131
H -3.652 5.627 0.065 0.074
H -3.426 3.877 0.217 0.072
H -2.376 4.994 1.120 0.076
H -1.371 4.235 -0.834 0.026
C -6.871 -1.135 1.143 -0.166
O -6.147 -2.103 1.894 -0.127
H -6.225 -0.797 0.336 0.069
H -7.778 -1.565 0.709 0.077
H -7.138 -0.275 1.762 0.076
H -6.718 -2.404 2.606 0.072

# 3
81
Properties=species:S:1:pos:R:3:lowdin_charge:R:1 method="wB97M-V/def2-TZVPD" spin_multiplicity=1 gap_ev=5.2 energy_ev=-257668.183 molar_mass_da=1013.492 charge=-1 e_lumo_ha=0.0502
C 7.089 -0.453 3.783 0.015
C 7.535 -0.812 2.365 -0.505
O 8.226 -0.018 1.763 0.094
O 7.231 -2.009 1.762 -0.041
C 5.870 -2.042 1.255 -0.166
C 4.953 -2.703 2.305 -0.188
C 3.529 -3.036 1.793 -0.131
C 2.578 -3.075 3.038 -0.329
O 1.530 -3.971 2.934 -0.094
B 0.283 -3.178 3.304 -0.680
O 0.796 -2.070 4.129 -0.109
C 2.113 -1.691 3.684 -0.185
C 1.826 -0.495 2.756 -0.115
C 0.559 0.097 2.667 -0.123
C 0.382 1.177 1.790 -0.142
C 1.383 1.694 0.975 -0.253
C 2.658 1.122 1.073 -0.107
C 2.838 0.063 1.954 -0.051
H 6.398 -1.168 4.244 0.070
H 6.669 0.561 3.805 0.093
H 8.001 -0.445 4.402 0.089
H 5.822 -2.664 0.345 0.129
H 5.555 -1.031 0.953 0.120
H 5.471 -3.592 2.700 0.126
H 4.834 -1.998 3.147 0.085
H 3.535 -4.060 1.384 0.107
H 3.169 -2.350 1.010 0.102
H 3.255 -3.510 3.818 0.136
H -0.389 -4.019 3.885 0.060
H -0.195 -2.889 2.223 -0.006
H 2.666 -1.457 4.610 0.148
H -0.299 -0.282 3.292 0.020
H -0.609 1.632 1.703 0.074
H 1.240 2.508 0.288 0.017
H 3.516 1.457 0.482 0.099
H 3.839 -0.369 2.038 0.081
C 1.200 1.925 -3.231 -0.964
Cl 0.075 3.117 -3.911 0.522
Cl 0.744 1.496 -1.579 0.670
H 1.178 1.034 -3.849 0.026
H 2.199 2.348 -3.225 0.029
C -2.137 5.476 -2.506 -1.074
Cl -2.654 4.300 -1.292 0.543
Cl -1.966 7.094 -1.804 0.503
H -1.179 5.165 -2.910 -0.037
H -2.880 5.515 -3.298 -0.118
C -5.451 1.926 -1.494 -1.048
Cl -5.215 0.339 -2.240 0.524
Cl -5.839 1.777 0.224 0.518
H -4.537 2.501 -1.594 -0.059
H -6.268 2.432 -1.997 0.016
C 0.198 -4.711 -0.728 -1.039
Cl -0.824 -5.653 0.367 0.514
Cl 0.143 -2.991 -0.350 0.555
H 1.222 -5.057 -0.629 -0.074
H -0.151 -4.860 -1.746 0.017
C -3.575 -1.294 2.406 -0.969
Cl -3.450 -3.047 2.581 0.529
Cl -1.974 -0.534 2.314 0.699
H -4.126 -1.072 1.497 0.004
H -4.103 -0.894 3.265 0.022
C 2.469 -7.791 -2.121 -1.009
Cl 2.672 -6.983 -3.683 0.492
Cl 2.906 -6.734 -0.779 0.568
H 1.429 -8.082 -2.011 0.028
H 3.105 -8.669 -2.096 0.021
C -4.528 4.942 -5.809 -0.962
Cl -4.744 3.687 -4.580 0.552
Cl -3.614 6.318 -5.179 0.571
H -3.988 4.519 -6.649 0.032
H -5.504 5.289 -6.130 0.029
C -4.637 10.029 -3.941 -1.028
Cl -5.870 9.108 -4.812 0.482
Cl -4.088 11.426 -4.876 0.499
H -5.059 10.378 -3.005 0.026
H -3.789 9.381 -3.748 0.004
C -8.195 -1.483 -0.547 -1.046
Cl -9.365 -2.457 -1.453 0.488
Cl -7.741 -2.268 0.968 0.505
H -7.307 -1.349 -1.155 -0.021
H -8.640 -0.519 -0.324 0.020